1.
2 unconnected molecules or ions with the total composition C16H31BF3INO4PS2 in a non-equilibrium geometry, computed with ωB97M-V/def2-TZVPD.

Results
HOMO-LUMO gap = 1.14 eV
Spin multiplicity = 1
Energy above the lowest of the compared OMol25 structures with the same formula, charge and spin = 4.217 eV
Calculated total energy = -74651.8861 eV

Last column: Löwdin charge in e.
Geometry (Å):
C1 0.80 -2.49 1.07  -0.07
C2 0.30 -1.15 0.34  -0.26
N1 0.78 0.10 1.00  -0.23
C3 -0.25 0.76 1.83  -0.31
C4 0.35 1.43 3.16  -0.07
C5 1.46 1.01 0.09  -1.01
S1 3.11 0.80 -0.08  0.79
S2 0.70 2.37 -0.89  0.81
C6 -0.35 1.72 -2.26  -0.46
C7 -1.57 0.79 -1.75  -0.29
C8 -2.99 1.39 -2.13  -0.32
P1 -4.35 1.14 -0.86  0.70
I1 -3.81 -0.44 0.93  0.84
C9 -5.89 0.50 -1.73  -0.24
C10 -6.55 -0.71 -0.76  -0.35
C11 -7.59 -1.73 -1.59  -0.04
O1 -6.10 -2.07 -1.06  -0.20
B1 -4.64 2.87 0.00  -0.55
C12 -6.02 3.03 0.83  -0.05
O2 -3.66 3.90 -0.10  0.08
H1 1.80 -2.82 0.64  0.08
H2 0.03 -3.29 0.88  0.07
H3 0.90 -2.30 2.18  0.08
H4 0.78 -1.16 -0.69  0.12
H5 -0.81 -1.19 0.16  0.05
H6 -1.02 0.00 2.20  0.07
H7 -0.86 1.55 1.28  0.07
H8 0.71 0.59 3.81  0.08
H9 1.15 2.19 2.92  0.08
H10 -0.54 1.94 3.67  0.08
H11 -0.85 2.63 -2.73  0.07
H12 0.23 1.23 -3.10  0.09
H13 -1.46 0.69 -0.63  0.01
H14 -1.46 -0.22 -2.26  0.12
H15 -2.91 2.51 -2.32  0.10
H16 -3.32 0.93 -3.12  0.11
H17 -6.72 1.26 -1.81  0.10
H18 -5.69 -0.01 -2.71  0.11
H19 -6.83 -0.43 0.34  0.13
H20 -7.74 -2.84 -1.48  0.14
H21 -8.35 -1.52 -0.72  0.08
H22 -6.82 2.37 0.39  0.06
H23 -6.30 4.12 0.88  0.09
H24 -5.81 2.64 1.88  0.09
H25 -2.76 3.51 -0.01  0.10
C13 5.99 -2.10 1.28  -0.09
C14 6.20 -0.85 0.44  -0.32
O3 7.55 -0.42 0.38  -0.12
C15 8.44 -1.07 -0.57  -0.52
O4 7.94 -1.07 -1.78  -0.16
C16 8.92 -2.49 -0.10  -0.55
F1 9.14 -2.52 1.24  0.09
F2 10.10 -2.83 -0.67  0.11
F3 8.06 -3.50 -0.36  0.10
H26 6.61 -2.09 2.17  0.08
H27 4.94 -2.17 1.58  0.05
H28 6.22 -3.00 0.71  0.06
H29 5.67 -0.03 0.93  0.06
H30 5.75 -0.95 -0.55  0.10
H31 9.37 -0.48 -0.41  0.14



2.
A molecular structure, C16H31BeNP2S in a non-equilibrium geometry, computed with ωB97M-V/def2-TZVPD.

Results
HOMO-LUMO gap (alpha / beta) = 5.58 / 4.41 eV
Spin multiplicity = 1
Energy above the lowest of the compared OMol25 structures with the same formula, charge and spin = 11.343 eV
Calculated total energy = -48387.0942 eV

Last column: Löwdin charge in e.
Geometry (Å):
P1 0.14 -1.93 -1.30  0.90
P2 0.34 1.86 -0.83  0.95
C1 0.12 -0.55 -2.49  -0.33
C2 0.97 0.68 -2.10  -0.37
H1 -0.92 -0.28 -2.71  0.08
H2 0.54 -0.89 -3.46  0.09
H3 2.00 0.44 -1.76  0.03
H4 1.10 1.33 -2.98  0.08
C3 -0.65 2.89 -2.00  -0.21
H5 -0.87 3.89 -1.58  0.06
H6 -1.58 2.37 -2.29  0.05
H7 -0.05 3.02 -2.90  0.04
C4 1.69 2.93 -0.24  -0.26
H8 1.85 3.72 -0.99  0.04
H9 2.63 2.36 -0.15  -0.03
H10 1.42 3.41 0.71  0.06
C5 -0.93 -3.19 -2.02  -0.23
H11 -0.97 -4.03 -1.32  0.06
H12 -0.62 -3.58 -3.00  0.05
H13 -1.95 -2.81 -2.10  0.04
C6 1.81 -2.62 -1.22  -0.23
H14 2.62 -1.87 -1.17  0.01
H15 2.06 -3.27 -2.09  0.05
H16 1.93 -3.27 -0.35  0.05
Be1 2.52 0.29 0.91  0.18
C7 -1.06 1.84 0.69  -0.33
C8 -2.43 1.69 0.41  -0.16
C9 -3.08 0.82 -0.56  -0.22
C10 -3.50 -0.42 0.26  -0.26
C11 -2.51 -1.49 0.21  -0.21
C12 -1.09 -1.52 0.30  -0.37
C13 0.00 -0.55 1.05  -0.29
C14 -0.48 0.77 1.70  -0.20
C15 3.07 -1.42 3.53  -0.36
H17 -0.83 2.86 1.07  0.11
H18 -3.11 2.05 1.19  0.12
H19 -2.49 0.55 -1.47  0.10
H20 -4.00 1.35 -0.88  0.11
H21 -3.79 -0.08 1.27  0.11
H22 -4.41 -0.86 -0.18  0.10
H23 -2.99 -2.47 0.20  0.08
H24 -0.94 -2.54 0.74  0.10
H25 0.91 -0.30 0.36  -0.08
H26 0.50 -1.19 1.81  0.09
H27 -1.24 0.52 2.45  0.12
H28 0.36 1.27 2.24  0.09
H29 3.84 -1.76 4.25  0.04
H30 2.96 -2.15 2.73  0.02
H31 2.11 -1.34 4.04  0.04
S1 3.52 0.25 2.81  0.64
C16 2.95 1.24 4.18  -0.60
N1 2.56 1.94 5.04  0.05



3.
8 unconnected molecules or ions with the total composition C16H31Br14N2O in a non-equilibrium geometry, computed with ωB97M-V/def2-TZVPD.

Results
HOMO-LUMO gap = 3.84 eV
Charge = -1
Spin multiplicity = 1
Calculated total energy = -1002716.4484 eV

Last column: Löwdin charge in e.
Geometry (Å):
C1 -2.73 3.39 -1.79  -0.35
N1 -3.35 2.10 -1.77  -0.20
N2 -2.30 1.15 -1.13  -0.01
C2 -2.37 1.38 0.06  -0.58
O1 -2.32 1.68 1.21  -0.06
H1 -3.46 4.09 -2.22  0.04
H2 -2.47 3.81 -0.79  0.04
H3 -1.80 3.46 -2.39  0.02
Br1 1.25 2.87 -1.75  0.60
C3 2.06 1.71 -0.43  -0.72
C4 1.21 1.61 0.81  -0.68
Br2 1.38 3.21 1.92  0.60
H4 3.05 2.08 -0.23  0.03
H5 2.13 0.73 -0.91  0.03
H6 1.54 0.79 1.44  0.06
H7 0.15 1.50 0.59  0.02
Br3 -5.46 4.50 0.69  0.60
C5 -5.38 2.70 1.43  -0.71
C6 -6.58 2.42 2.30  -0.70
Br4 -6.46 3.28 4.05  0.56
H8 -4.44 2.61 1.97  0.03
H9 -5.38 2.04 0.57  0.05
H10 -6.64 1.36 2.51  0.05
H11 -7.51 2.76 1.85  0.04
Br5 -3.58 -0.77 1.72  0.79
C7 -2.82 -2.01 3.00  -0.67
C8 -3.69 -2.16 4.22  -0.73
Br6 -3.58 -0.62 5.41  0.59
H12 -1.83 -1.63 3.24  0.05
H13 -2.73 -2.96 2.48  0.06
H14 -3.37 -3.01 4.82  0.05
H15 -4.74 -2.27 3.96  -0.03
Br7 1.35 0.11 -4.13  0.64
C9 3.04 -0.77 -4.49  -0.69
C10 3.93 -0.76 -3.27  -0.70
Br8 4.72 1.00 -2.99  0.64
H16 3.49 -0.27 -5.34  0.05
H17 2.79 -1.80 -4.75  0.06
H18 4.77 -1.44 -3.41  0.02
H19 3.40 -1.01 -2.36  0.03
Br9 5.18 -4.47 -2.54  0.62
C11 6.57 -3.32 -1.82  -0.69
C12 6.48 -3.19 -0.33  -0.69
Br10 5.02 -2.04 0.23  0.63
H20 6.46 -2.36 -2.32  0.03
H21 7.51 -3.77 -2.11  0.06
H22 7.39 -2.72 0.06  0.06
H23 6.33 -4.15 0.17  0.05
Br11 9.75 3.43 -6.33  0.59
C13 8.17 3.25 -5.21  -0.70
C14 8.17 1.96 -4.43  -0.71
Br12 7.72 0.44 -5.55  0.59
H24 7.31 3.34 -5.87  0.05
H25 8.19 4.10 -4.53  0.06
H26 7.40 1.99 -3.66  0.00
H27 9.13 1.75 -3.98  0.05
Br13 -6.16 -4.39 6.75  0.60
C15 -7.67 -3.49 5.92  -0.69
C16 -8.14 -4.21 4.68  -0.70
Br14 -6.94 -3.92 3.19  0.65
H28 -7.35 -2.47 5.71  0.05
H29 -8.46 -3.47 6.67  0.06
H30 -9.11 -3.82 4.36  0.06
H31 -8.21 -5.28 4.83  0.05



4.
A molecular structure, C16H31CaNP2Se in a non-equilibrium geometry, computed with ωB97M-V/def2-TZVPD.

Results
HOMO-LUMO gap = 6.64 eV
Spin multiplicity = 1
Calculated total energy = -120945.7954 eV

Last column: Löwdin charge in e.
Geometry (Å):
P1 0.14 -1.34 -2.62  0.81
P2 0.07 1.73 -2.52  0.80
C1 -0.23 -0.46 -4.23  -0.44
C2 0.31 0.97 -4.21  -0.44
H1 -1.32 -0.48 -4.38  0.08
H2 0.24 -1.05 -5.04  0.07
H3 1.38 1.00 -4.43  0.08
H4 -0.21 1.60 -4.94  0.07
C3 -1.54 2.56 -2.89  -0.30
H5 -1.76 3.28 -2.09  0.03
H6 -2.34 1.81 -2.93  0.04
H7 -1.47 3.08 -3.85  0.04
C4 1.16 3.19 -2.77  -0.32
H8 0.90 3.69 -3.71  0.04
H9 2.20 2.84 -2.81  0.03
H10 1.04 3.87 -1.93  0.03
C5 -0.97 -2.78 -2.89  -0.32
H11 -0.77 -3.52 -2.10  0.03
H12 -0.78 -3.22 -3.88  0.04
H13 -2.01 -2.44 -2.82  0.03
C6 1.71 -2.12 -3.16  -0.30
H14 2.51 -1.37 -3.21  0.03
H15 1.57 -2.58 -4.15  0.04
H16 1.99 -2.89 -2.43  0.04
Ca1 0.12 0.00 4.35  1.27
C7 0.64 1.68 2.12  -0.17
C8 -0.70 1.58 2.03  -0.14
C9 -1.46 0.76 1.03  -0.19
C10 -1.88 -0.67 1.48  -0.17
C11 -0.82 -1.49 2.14  -0.17
C12 0.51 -1.39 1.90  -0.16
C13 1.16 -0.53 0.86  -0.21
C14 1.64 0.87 1.33  -0.18
C15 0.14 -2.17 5.30  -0.38
H17 1.08 2.49 2.71  0.12
H18 -1.34 2.25 2.64  0.12
H19 -0.93 0.70 0.06  0.05
H20 -2.40 1.30 0.80  0.12
H21 -2.74 -0.59 2.16  0.12
H22 -2.29 -1.19 0.59  0.12
H23 -1.18 -2.26 2.83  0.10
H24 1.20 -2.03 2.46  0.11
H25 0.55 -0.43 -0.06  0.02
H26 2.06 -1.07 0.50  0.12
H27 2.55 0.74 1.93  0.11
H28 1.98 1.43 0.43  0.12
H29 0.94 -1.90 6.02  -0.07
H30 0.40 -3.14 4.84  -0.06
H31 -0.79 -2.30 5.87  -0.06
Se1 -0.08 0.56 9.46  0.47
C16 -0.10 0.69 7.72  -1.03
N1 -0.10 0.72 6.52  -0.19



Which of these has the highest calculated total energy? C16H31BeNP2S



Among the records above, which one has the lowest calculated total energy? C16H31Br14N2O